This record from OMol25 describes a single C4H5NO molecule. The level of theory is the ωB97M-V functional and the def2-TZVPD basis.

Properties
Lowest unoccupied orbital energy, eV: 0.95
DFT total energy, eV: -7765.0706
HOMO, Eh: -0.357
Gap between HOMO and LUMO, Ha: 0.392
SMILES string: CC#CC(N)=O
Relative energy (zero: lowest compared OMol25 entry of this formula, charge and spin), eV: 1.456

```
11
Properties=species:S:1:pos:R:3:forces:R:3
C 2.0031 1.0735 -0.7321 0.0889 0.0572 -0.0285
C 0.9255 0.1346 -0.4589 -0.4422 -0.2344 0.2838
C 0.0036 -0.4918 0.0048 0.4833 0.5401 -0.0415
C -1.0364 -0.6650 1.0182 -0.0631 0.0557 0.1764
N -2.2064 -1.2293 0.6275 -0.0523 -0.0991 0.0710
O -0.8524 -0.2290 2.1396 -0.1741 -0.2211 -0.2049
H 1.5582 2.0716 -0.8032 0.1488 -0.0953 -0.0722
H 2.5738 0.8729 -1.6397 -0.1025 -0.0608 0.0611
H 2.6752 1.0674 0.1317 0.0256 0.0359 -0.1952
H -2.9214 -1.3062 1.3333 0.0314 -0.1025 -0.1182
H -2.3066 -1.7120 -0.2490 0.0562 0.1242 0.0684
```
Forces are in eV/Å.